(1)
DFT (ωB97M-V with the def2-TZVPD basis set) results for a molecular structure, C27H17F14N3O2Ru.

Geometry as XYZ:
```
64
Properties=species:S:1:pos:R:3:forces:R:3
Ru 0.047 -1.319 -1.339 0.4 -0.4 -0.3
C -3.539 -0.102 4.027 0.1 0.0 0.0
C -2.418 -0.046 3.021 0.0 0.0 0.1
C -2.066 1.139 2.388 -0.1 0.1 0.0
C -1.035 1.156 1.472 0.0 0.2 -0.1
C -0.342 -0.008 1.137 0.1 0.1 0.0
N 0.595 0.023 0.082 0.2 0.5 0.2
C 1.614 0.934 0.036 -0.1 -0.2 0.2
C 1.907 1.694 1.196 -0.1 -0.1 0.0
C 2.842 2.697 1.188 0.1 0.1 0.0
C 3.540 2.989 0.020 0.0 0.0 0.0
C 4.566 4.088 -0.034 0.0 -0.1 0.0
C 3.313 2.187 -1.101 0.1 0.1 -0.1
C 2.411 1.137 -1.133 -0.1 -0.2 -0.1
C 2.385 0.209 -2.392 0.1 -0.1 0.0
O 1.843 -1.040 -2.206 -0.4 0.7 0.1
C 3.866 -0.091 -2.830 -0.1 0.0 0.1
F 4.619 -0.355 -1.754 0.0 0.0 -0.1
F 3.916 -1.146 -3.630 0.1 0.1 0.0
F 4.435 0.946 -3.492 0.0 -0.1 0.1
C 1.687 0.933 -3.611 -0.1 -0.2 0.2
F 1.781 2.273 -3.568 0.0 -0.2 0.0
F 0.366 0.637 -3.614 -0.1 0.1 0.2
F 2.158 0.528 -4.788 0.0 0.0 0.0
C -0.685 -1.224 1.754 0.2 -0.1 0.0
C -1.703 -1.197 2.702 0.0 -0.1 0.1
C 0.104 -2.519 1.425 -0.1 0.0 0.0
O 0.370 -2.738 0.095 -0.4 0.2 0.2
C 1.448 -2.474 2.223 0.0 0.0 -0.2
F 2.057 -3.662 2.231 0.0 0.1 0.1
F 1.276 -2.086 3.502 0.0 0.0 -0.1
F 2.287 -1.592 1.651 -0.1 0.0 0.1
C -0.690 -3.787 1.883 0.0 0.1 -0.1
F -0.740 -3.925 3.230 0.0 0.0 -0.1
F -1.960 -3.722 1.436 0.1 0.0 0.1
F -0.151 -4.894 1.393 -0.1 0.0 0.1
H -3.983 0.880 4.185 0.0 0.0 0.0
H -3.177 -0.472 4.989 0.0 0.0 0.0
H -4.325 -0.783 3.694 0.0 0.0 0.0
H -2.600 2.057 2.613 0.0 -0.1 0.0
H -0.764 2.082 0.976 0.0 -0.1 0.0
H 1.387 1.450 2.113 0.0 0.0 -0.1
H 3.044 3.255 2.098 0.0 -0.1 -0.1
H 4.541 4.701 0.867 0.0 0.0 0.0
H 4.402 4.734 -0.898 0.0 0.0 0.0
H 5.572 3.669 -0.129 -0.1 0.0 0.0
H 3.902 2.399 -1.982 0.0 0.0 0.0
H -1.968 -2.105 3.224 0.0 0.0 0.0
N -6.355 -1.452 -0.202 0.3 0.2 -0.1
C -5.408 -0.889 -0.534 0.0 0.0 0.0
C -4.226 -0.163 -0.940 -0.3 -0.1 0.1
C -4.263 1.211 -1.129 -0.1 0.1 0.0
C -3.094 1.863 -1.477 0.0 0.1 0.0
C -1.935 1.127 -1.616 -0.1 -0.1 0.0
N -1.905 -0.203 -1.465 0.0 -0.1 0.0
C -3.028 -0.838 -1.128 0.0 -0.1 0.1
H -5.191 1.751 -0.993 0.0 0.0 0.0
H -3.070 2.935 -1.621 0.0 -0.1 0.0
H -0.999 1.612 -1.840 0.1 0.0 -0.1
H -2.966 -1.912 -0.993 0.0 0.1 0.0
F -1.839 -3.459 -1.791 0.3 0.0 -0.1
C -0.817 -2.807 -2.473 0.5 -0.7 0.2
F 0.189 -3.728 -2.702 -0.6 0.2 0.1
H -1.231 -2.556 -3.447 -0.1 0.2 -0.2
```
Positions in Å, forces in eV/Å.

Output
- 2S+1 = 5
- orbital gap (alpha / beta) (eV) = 7.508 / 6.376
- relative energy (zero: lowest compared OMol25 entry of this formula, charge and spin) (eV) = 0.000
- LUMO (alpha / beta) (eV) = -1.0 / -2.5

=====

(2)
DFT (ωB97M-V with the def2-TZVPD basis set) results for a molecular structure, C5H13N2.

Geometry as XYZ:
```
20
Properties=species:S:1:pos:R:3:forces:R:3
C 1.934 0.150 -1.159 3.6 2.1 2.8
C 2.065 0.140 0.397 1.7 -0.5 0.5
C 0.723 0.001 1.217 0.3 -0.6 -2.8
C -0.251 0.391 0.090 -0.9 -2.2 -1.6
N -0.212 -0.340 -1.166 0.5 1.5 2.1
C -1.464 -0.569 0.187 -2.1 1.3 4.3
N -1.949 -0.144 1.549 0.9 -0.4 2.0
H -1.411 -1.624 -0.028 -0.2 0.1 -0.1
H 2.450 -0.653 -1.617 1.1 -0.2 -0.7
H 2.003 1.172 -1.525 0.6 -0.3 -0.5
H 2.672 1.036 0.733 -0.9 -0.9 -0.4
H 2.694 -0.746 0.636 -0.2 0.6 0.0
H 0.462 -1.082 1.401 0.8 1.2 0.3
H 0.701 0.637 2.104 -0.2 -0.3 -0.2
H 0.981 -0.105 -1.393 -2.6 -1.1 -2.0
H -0.463 1.461 0.012 -0.3 -0.1 0.1
H -4.155 1.815 -4.595 0.1 0.1 -0.1
H -2.359 0.088 0.287 -1.9 0.1 -2.7
H -2.291 -0.855 2.216 -0.1 -0.3 -1.0
H -4.490 1.399 -4.087 -0.1 -0.1 0.1
```
Positions in Å, forces in eV/Å.

Output
- 2S+1 = 2
- orbital gap (alpha / beta) (eV) = 8.286 / 8.577
- relative energy (zero: lowest compared OMol25 entry of this formula, charge and spin) (eV) = 9.375
- LUMO (alpha / beta) (eV) = 0.3 / 0.2

=====

(3)
DFT (ωB97M-V with the def2-TZVPD basis set) results for 2 unconnected molecules or ions with the total composition C5H11O2.

Geometry as XYZ:
```
18
Properties=species:S:1:pos:R:3:forces:R:3
C -1.129 -0.348 1.474 1.1 -1.5 -1.0
C 0.255 -1.005 1.851 -0.1 0.0 -0.7
O 1.249 -0.254 1.738 0.2 0.1 0.1
O 0.227 -2.231 2.104 -0.2 0.3 0.3
H -1.843 -0.583 2.251 -0.4 0.7 0.1
H -1.409 -0.916 0.582 -0.4 -0.4 0.1
H -0.987 0.625 1.021 -0.3 0.7 1.2
C -0.329 0.814 -1.762 0.9 -0.7 -0.2
C -1.117 1.892 -2.527 -0.2 -0.6 0.9
C 1.217 0.668 -1.952 -1.7 0.3 0.9
H -0.720 -0.187 -1.973 -0.2 0.1 -0.4
H -0.541 0.854 -0.702 0.0 0.7 0.1
H -0.827 2.137 -3.547 0.3 -0.2 0.0
H -2.128 1.485 -2.544 -0.3 0.4 -0.2
H 1.556 0.112 -1.082 0.2 -0.4 -0.1
H -1.137 2.796 -1.919 0.0 0.2 -0.2
H 1.721 1.628 -1.844 0.1 0.0 -0.7
H 1.323 0.101 -2.872 0.8 0.3 -0.2
```
Positions in Å, forces in eV/Å.

Output
- charge = -1
- orbital gap (eV) = 7.451
- relative energy (zero: lowest compared OMol25 entry of this formula, charge and spin) (eV) = 0.757
- LUMO (eV) = 3.6

=====

(4)
DFT (ωB97M-V with the def2-TZVPD basis set) results for C3H7NO2 in the gas phase.

Geometry as XYZ:
```
13
Properties=species:S:1:pos:R:3:forces:R:3
C -1.940 0.386 0.202 0.0 0.0 0.0
C -0.876 -0.318 -0.616 -0.2 -0.1 -0.1
O 0.373 0.356 -0.397 0.2 -0.1 0.1
C 1.398 -0.415 0.022 0.1 -0.3 0.1
N 2.504 0.347 0.265 0.0 0.0 0.1
O 1.361 -1.621 0.145 0.0 0.4 0.0
H -2.056 1.425 -0.121 0.0 -0.1 0.1
H -1.657 0.382 1.259 -0.1 0.0 -0.1
H -2.904 -0.122 0.101 0.1 0.1 0.0
H -0.765 -1.366 -0.328 0.0 0.2 0.0
H -1.087 -0.271 -1.689 0.0 0.0 0.1
H 3.246 -0.123 0.758 -0.1 0.1 -0.1
H 2.402 1.340 0.398 0.0 -0.1 -0.1
```
Positions in Å, forces in eV/Å.

Output
- orbital gap (eV) = 11.335
- relative energy (zero: lowest compared OMol25 entry of this formula, charge and spin) (eV) = 0.172
- SMILES string = CCOC(N)=O
- LUMO (eV) = 0.9

=====

(5)
DFT (ωB97M-V with the def2-TZVPD basis set) results for 2 unconnected molecules or ions with the total composition C6H11N3O.

Geometry as XYZ:
```
21
Properties=species:S:1:pos:R:3:forces:R:3
C 0.016 2.816 -2.790 1.8 0.1 1.6
C 0.633 2.115 -1.979 -2.4 1.4 -1.9
C -1.539 -0.860 2.103 1.8 0.2 -2.1
C 0.207 -0.103 0.553 1.0 -1.7 0.8
C 1.595 -0.055 -2.513 4.7 -2.3 1.1
C 1.422 1.042 -1.606 1.6 1.3 0.9
N -2.661 -0.757 2.670 -1.8 3.5 0.0
N 1.098 -0.896 1.181 -1.1 1.4 -1.2
N -1.076 -0.059 1.111 1.1 -0.5 1.2
O 2.375 1.178 -0.709 -0.3 -0.8 -0.4
H -0.243 3.727 -3.343 -0.3 -0.9 0.3
H -0.909 -1.708 2.357 -0.2 -0.1 -0.1
H 2.505 0.241 -3.204 -1.4 -0.4 1.4
H 1.934 -0.993 -1.919 -0.2 1.6 -1.0
H 0.903 -0.396 -3.178 -2.6 -0.1 -1.5
H -2.980 -1.505 3.200 -0.8 -1.4 1.5
H -3.206 0.156 2.702 0.6 -1.8 -0.4
H 1.991 -0.991 0.713 0.0 0.1 0.2
H 1.069 -1.316 2.102 -0.2 -0.1 0.1
H -1.593 0.680 0.681 -1.0 0.2 0.2
H 2.298 1.864 -0.021 -0.3 0.3 -0.6
```
Positions in Å, forces in eV/Å.

Output
- charge = +2
- orbital gap (eV) = 8.864
- relative energy (zero: lowest compared OMol25 entry of this formula, charge and spin) (eV) = 3.500
- LUMO (eV) = -8.4